[1]
The following is a DFT calculation (ωB97M-V with the def2-TZVPD basis set) of the molecule C3H8N2O2S.

Cartesian coordinates (Å):
H (0.4274, -2.7179, 0.3401)
N (0.2793, -1.6971, 0.4329)
C (-0.5259, -1.0195, -0.2524)
C (-1.4937, -1.7656, -1.2095)
O (-0.4076, 0.2696, -0.1868)
S (1.0915, 0.7981, 0.1758)
C (0.5651, 2.4975, 0.5483)
N (1.7378, 0.3357, 1.5049)
O (1.8649, 0.4593, -0.9795)
H (-2.4470, -1.1491, -1.2874)
H (-1.8448, -2.7200, -0.7323)
H (-1.3251, -1.9154, -2.2833)
H (1.1321, 3.3601, 0.1137)
H (-0.4924, 2.5502, 0.2536)
H (0.5778, 2.4464, 1.5783)
H (0.8607, 0.2676, 1.9835)

Highest occupied orbital energy: -8.64 eV
SMILES string: [H]/N=C(\C)O[S@@](C)(=N)=O
Total charge: 0
Orbital gap: 9.3 eV

***

[2]
The following is a DFT calculation (ωB97M-V with the def2-TZVPD basis set) of a structure of composition C3H8N2O2S.

Cartesian coordinates (Å):
C (0.7140, 1.0242, 1.8054)
C (1.2168, -0.3492, 1.7692)
C (-1.1543, -0.6838, -2.1231)
N (0.0299, 0.0358, 1.0535)
N (-0.2933, 0.4414, -1.7883)
O (1.6143, -1.0804, -1.3356)
O (1.8611, 1.3268, -0.9980)
S (1.0422, 0.1799, -0.9165)
H (0.2570, 1.5245, 2.7131)
H (1.1796, 1.8431, 1.3963)
H (2.2098, -0.5718, 1.2877)
H (0.9118, -1.0020, 2.5328)
H (-1.8277, -0.5591, -2.8918)
H (-0.6350, -1.6415, -2.2371)
H (-1.8653, -1.1037, -1.2351)
H (-0.9119, 1.1556, -1.5056)

Highest occupied orbital energy (spin up / spin down): -9.64 / -9.64 eV
Total charge: 0
Orbital gap (spin up / spin down): 9.4 / 9.4 eV

***

[3]
The following is a DFT calculation (ωB97M-V with the def2-TZVPD basis set) of a structure of composition C3H8N2O2S.

Cartesian coordinates (Å):
C (-1.1228, -1.1957, -0.7121)
C (0.7032, -1.4918, 0.8417)
C (0.5512, 1.8810, -0.2988)
N (-0.5783, -1.2569, 0.5437)
N (0.8504, 0.7002, -1.0728)
O (2.6380, 0.4827, 0.9454)
O (2.6499, -1.0352, -0.9883)
S (1.9151, -0.0347, -0.2373)
H (-0.4617, -1.6586, -1.4899)
H (-2.1207, -0.8101, -0.8320)
H (1.0315, -1.5221, 1.8780)
H (1.2440, -2.2270, 0.3252)
H (0.9829, 2.7994, -0.6739)
H (-0.6122, 1.7861, -0.0741)
H (1.0007, 1.8184, 0.7067)
H (-1.0223, -0.7903, 1.3582)

Highest occupied orbital energy (spin up / spin down): -8.76 / -8.76 eV
Total charge: 0
Orbital gap (spin up / spin down): 7.9 / 7.9 eV

***

[4]
The following is a DFT calculation (ωB97M-V with the def2-TZVPD basis set) of the ion C3H8N2OP with charge +1.

Cartesian coordinates (Å):
C (0.9267, -0.8938, 0.1309)
C (-0.2706, 0.0519, -1.4445)
C (-0.3339, 0.9677, -0.1773)
N (0.6135, 0.2597, 0.6482)
N (1.6911, -1.8524, 0.6050)
O (0.4816, -1.0901, -1.1195)
P (-2.3277, 0.9428, 0.4634)
H (-1.2856, -0.2027, -1.9371)
H (0.2997, 0.4170, -2.3548)
H (0.0360, 2.0533, -0.3482)
H (0.9807, 0.5219, 1.5378)
H (1.9572, -1.8673, 1.5517)
H (1.8250, -2.5830, 0.0617)
H (-2.6352, 2.3937, 0.3767)
H (-1.9584, 0.8814, 2.0060)

Highest occupied orbital energy (spin up / spin down): -8.98 / -14.28 eV
Multiplicity: 3
Total charge: +1
Orbital gap (spin up / spin down): 5.8 / 7.2 eV

***

[5]
The following is a DFT calculation (ωB97M-V with the def2-TZVPD basis set) of the molecule C3H8N2OS.

Cartesian coordinates (Å):
C (0.6123, -0.9788, -0.2403)
C (-0.3693, -0.0215, 0.3662)
C (-2.5815, 0.9732, -0.0093)
N (1.9026, -1.1958, 0.3180)
N (-1.4522, 0.1693, -0.2815)
O (2.3075, 1.4198, 0.2268)
S (2.9881, 0.1518, -0.0432)
H (0.0787, -1.9945, -0.2918)
H (0.8330, -0.7495, -1.3889)
H (-0.3985, 0.3926, 1.3179)
H (3.0070, -0.1545, -1.5792)
H (-2.9063, 1.5720, -0.8093)
H (-3.5089, 0.2630, 0.2548)
H (-2.3720, 1.6169, 0.7930)
H (1.8596, -1.4639, 1.3669)

Highest occupied orbital energy: -8.90 eV
Total charge: 0
Orbital gap: 9.5 eV

***

[6]
The following is a DFT calculation (ωB97M-V with the def2-TZVPD basis set) of a cluster of 2 separate species, C3H8N2OS in total.

Cartesian coordinates (Å):
C (-0.5902, 1.6829, 0.1935)
C (0.2299, 0.8398, -2.0092)
C (-0.6388, -1.8995, 0.7275)
N (-0.0559, 1.6240, -0.8644)
N (-0.0600, -0.6460, 0.8186)
O (-1.1895, 2.1676, 1.1079)
S (1.3412, -0.2734, 1.6343)
H (0.1203, -0.2387, -1.8496)
H (-0.4344, 1.1144, -2.8169)
H (1.2236, 1.1865, -2.3229)
H (-1.0339, -2.3301, 1.6237)
H (-1.4173, -1.8515, -0.0360)
H (-0.0170, -2.7961, 0.4722)
H (1.5394, 0.8082, 0.6829)
H (0.9826, 0.6116, 2.6387)

Highest occupied orbital energy: -8.13 eV
Total charge: 0
Orbital gap: 8.4 eV

***

[7]
The following is a DFT calculation (ωB97M-V with the def2-TZVPD basis set) of the molecule C3H8N2OS.

Cartesian coordinates (Å):
N (2.0410, -0.4928, 0.3551)
C (1.1116, 0.4150, -0.1383)
O (1.0278, 0.7392, -1.2975)
C (-0.1459, 0.6946, 0.7382)
N (-0.1457, 2.1148, 1.1733)
C (-1.3687, 0.1440, -0.0820)
S (-1.1953, -1.6453, -0.4679)
H (1.6488, -1.3466, 0.7262)
H (2.7542, -0.7439, -0.3179)
H (-0.2614, 0.0998, 1.6370)
H (-1.0168, 2.5621, 0.9229)
H (0.6653, 2.5772, 0.7895)
H (-1.2575, 0.6927, -1.0259)
H (-2.3712, 0.2548, 0.3581)
H (-0.6352, -2.3754, 0.5504)

Highest occupied orbital energy: -9.31 eV
SMILES string: NC(=O)[C@@H](N)CS
Total charge: 0
Orbital gap: 9.9 eV

***

[8]
The following is a DFT calculation (ωB97M-V with the def2-TZVPD basis set) of the molecule C3H8N2OS.

Cartesian coordinates (Å):
N (-0.2338, -2.3746, -0.3297)
C (-0.6636, -1.0975, -0.4683)
O (-1.7719, -0.7804, -0.8678)
C (0.3507, 0.0624, -0.1432)
N (1.0382, 0.5030, -1.2996)
C (-0.3758, 1.0027, 0.8162)
S (0.7418, 2.1687, 1.7245)
H (0.4809, -2.5402, 0.3897)
H (-0.6449, -2.8816, -1.0984)
H (1.0781, -0.3591, 0.5750)
H (1.8224, 1.1040, -1.1836)
H (0.5848, 0.3862, -2.1887)
H (-0.9316, 0.5660, 1.6549)
H (-1.1685, 1.4371, 0.1583)
H (-0.3068, 2.8034, 2.2607)

Highest occupied orbital energy: -8.99 eV
SMILES string: NC(=O)[C@@H](N)CS
Total charge: 0
Orbital gap: 9.8 eV

***

[9]
The following is a DFT calculation (ωB97M-V with the def2-TZVPD basis set) of the molecule C3H8N2OS.

Cartesian coordinates (Å):
N (-0.0426, -1.7236, -0.6878)
C (1.1171, -1.0543, -0.7791)
O (2.0107, -1.5564, -1.4261)
N (1.4417, 0.1467, -0.0833)
C (0.4015, 1.2160, -0.0594)
C (-0.7421, 1.0342, 0.9053)
S (-2.1508, 0.0670, 0.1910)
H (-0.1927, -2.5915, -1.2808)
H (-0.4894, -1.7637, 0.2595)
H (2.3403, 0.3813, -0.5730)
H (-0.1069, 1.1750, -1.0252)
H (0.8216, 2.2147, 0.0281)
H (-1.0720, 1.9748, 1.1810)
H (-0.5401, 0.6118, 1.9454)
H (-2.7961, -0.1320, 1.4045)

Highest occupied orbital energy: -8.87 eV
SMILES string: NC(=O)NCCS
Total charge: 0
Orbital gap: 9.5 eV

***

[10]
The following is a DFT calculation (ωB97M-V with the def2-TZVPD basis set) of the molecule C3H8N2OS.

Cartesian coordinates (Å):
C (-0.7578, 1.3280, -0.2678)
C (0.4178, 1.3254, 0.7448)
C (0.4208, -1.2124, -0.6450)
N (-1.3076, -0.0152, -0.5423)
N (0.1011, -2.3010, 0.1097)
O (2.5941, 0.5511, -0.4254)
S (1.5692, -0.0786, 0.4275)
H (-1.4864, 1.9976, 0.1349)
H (-0.4023, 1.7010, -1.1495)
H (0.8921, 2.2897, 0.6665)
H (-0.0208, 1.3255, 1.8027)
H (0.5728, -1.5629, -1.7321)
H (-1.6656, -0.4110, 0.2689)
H (-0.3618, -2.0685, 0.9851)
H (-0.5657, -2.8687, -0.3780)

Highest occupied orbital energy (spin up / spin down): -8.44 / -8.44 eV
Total charge: 0
Orbital gap (spin up / spin down): 9.1 / 9.1 eV

***

[11]
The following is a DFT calculation (ωB97M-V with the def2-TZVPD basis set) of the molecule C3H8N2OS.

Cartesian coordinates (Å):
C (1.8235, 0.0223, -0.3684)
C (2.0165, -0.7876, 0.8246)
C (0.5604, 0.7312, -0.3806)
N (-2.0583, 0.5689, 0.4412)
N (-3.2257, 0.2959, -0.0952)
O (-1.1579, -1.4391, -0.5733)
S (-0.8266, -0.4534, 0.4645)
H (2.6278, 0.7122, -0.3231)
H (2.0296, -0.4659, -1.2399)
H (2.7429, -1.5334, 0.7614)
H (1.9549, -0.3281, 1.8420)
H (0.6727, 1.5463, 0.3233)
H (0.1091, 1.0761, -1.3212)
H (-3.9886, 0.4178, 0.5370)
H (-3.2806, -0.3633, -0.8924)

Highest occupied orbital energy (spin up / spin down): -8.29 / -7.73 eV
Total charge: 0
Orbital gap (spin up / spin down): 8.1 / 7.9 eV

***

[12]
The following is a DFT calculation (ωB97M-V with the def2-TZVPD basis set) of the molecule C3H8N2OS.

Cartesian coordinates (Å):
H (-2.4275, 1.0882, 0.4944)
N (-1.5038, 1.4498, 0.3574)
C (-0.8018, 0.5751, -0.2089)
C (0.5837, 1.0194, -0.6895)
S (1.8854, -0.2374, -0.7930)
C (1.8914, -0.5904, 0.9817)
N (-1.0920, -0.7272, -0.4443)
O (-2.3631, -1.2014, -0.2393)
H (0.8769, 1.8320, -0.0461)
H (0.4944, 1.4688, -1.7302)
H (2.8321, -1.0716, 1.2903)
H (1.7897, 0.3084, 1.5804)
H (1.0757, -1.2646, 1.2166)
H (-0.4158, -1.4403, -0.6760)
H (-2.8255, -1.2090, -1.0934)

Highest occupied orbital energy: -8.98 eV
SMILES string: [H]/N=C(/CSC)NO
Total charge: 0
Orbital gap: 9.6 eV

***

[13]
The following is a DFT calculation (ωB97M-V with the def2-TZVPD basis set) of the molecule C3H8N2OS.

Cartesian coordinates (Å):
H (-2.1012, 2.0920, -0.5993)
N (-1.1388, 2.0120, -0.4546)
C (-0.6954, 0.9049, 0.0515)
C (-1.5236, -0.1550, 0.7094)
S (-2.9236, -0.7958, -0.2724)
N (0.6408, 0.7283, 0.1908)
O (1.0016, -0.4784, -0.4558)
C (2.3712, -0.8672, -0.1378)
H (-1.9583, 0.1938, 1.6857)
H (-0.7849, -1.0319, 0.9454)
H (-2.1599, -1.3275, -1.2081)
H (1.2350, 1.4952, -0.1754)
H (2.5249, -1.8499, -0.6007)
H (3.0053, -0.0850, -0.6036)
H (2.5068, -0.8355, 0.9249)

Highest occupied orbital energy: -9.06 eV
SMILES string: [H]/N=C(\CS)NOC
Total charge: 0
Orbital gap: 9.9 eV

***

[14]
The following is a DFT calculation (ωB97M-V with the def2-TZVPD basis set) of the ion C3H8N2OS with charge +1.

Cartesian coordinates (Å):
N (1.2532, 1.3030, -0.3941)
C (0.0391, 0.5710, 0.0760)
C (0.6894, -0.8381, 0.5026)
S (1.1593, -1.0772, 2.2528)
C (-0.9110, 0.0740, -0.9574)
N (-2.1799, -0.2639, -0.5260)
O (-0.5413, -0.2045, -2.0763)
H (0.9961, 1.7134, -1.2904)
H (1.2785, 2.0957, 0.2379)
H (-0.4609, 1.0645, 0.9024)
H (-0.0267, -1.6450, 0.3319)
H (1.4838, -1.0604, -0.2026)
H (2.4927, -0.8202, 2.1198)
H (-2.4087, -0.7932, 0.2808)
H (-2.8635, -0.1191, -1.2573)

Highest occupied orbital energy (spin up / spin down): -14.23 / -14.13 eV
Multiplicity: 2
Total charge: +1
Orbital gap (spin up / spin down): 10.5 / 5.0 eV

***

[15]
The following is a DFT calculation (ωB97M-V with the def2-TZVPD basis set) of the molecule C3H8N2OS2.

Cartesian coordinates (Å):
C (0.5156, -0.2488, 1.3001)
C (-0.3403, -1.6228, 1.2530)
C (-0.1257, 1.0360, -0.6507)
N (-0.2342, 0.8543, 0.7456)
N (1.0708, 1.6022, -1.1384)
O (-1.1733, -0.2119, -2.8490)
S (-1.4854, -1.9656, -0.2315)
S (-0.2923, -0.6355, -1.7611)
H (0.6342, -0.1377, 2.4601)
H (1.5083, -0.4041, 0.6976)
H (0.4545, -2.4458, 1.2307)
H (-1.1329, -1.6087, 1.9799)
H (-0.9652, 1.7239, -0.9608)
H (-1.0377, 1.1718, 1.1631)
H (1.8010, 0.8809, -1.2932)
H (0.8026, 2.0118, -1.9453)

Highest occupied orbital energy: -8.31 eV
Total charge: 0
Orbital gap: 8.4 eV

***

[16]
The following is a DFT calculation (ωB97M-V with the def2-TZVPD basis set) of the molecule C3H8N2OS2.

Cartesian coordinates (Å):
C (-2.1355, -0.2069, 0.0153)
C (1.5554, 0.6700, 1.2597)
C (1.3248, 0.6161, -1.5767)
N (-0.9393, 0.4200, 0.0324)
N (-2.3048, -1.4893, 0.4336)
O (0.8713, -1.4662, -0.1255)
S (-3.3443, 0.7297, -0.5813)
S (0.5471, -0.0649, -0.0450)
H (2.3716, -0.0579, 1.0948)
H (1.7537, 1.7499, 0.8881)
H (1.0910, 0.4964, 2.2436)
H (0.8602, -0.0094, -2.2795)
H (1.0003, 1.6996, -1.6647)
H (2.3316, 0.5300, -1.3774)
H (-1.7484, -1.7941, 1.2671)
H (-3.2348, -1.8229, 0.4152)

Highest occupied orbital energy (spin up / spin down): -4.42 / -8.81 eV
Multiplicity: 3
Total charge: 0
Orbital gap (spin up / spin down): 4.9 / 7.0 eV

***

[17]
The following is a DFT calculation (ωB97M-V with the def2-TZVPD basis set) of a cluster of 2 separate species, C3H8N2OS2 in total.

Cartesian coordinates (Å):
S (0.9103, -1.9006, 2.7538)
S (-0.3027, -2.4890, 1.3464)
C (-0.1668, -0.5337, -0.7776)
C (-0.1699, 0.4060, 0.3828)
C (-0.1025, 1.0659, -1.0852)
N (1.2206, 1.4976, -1.3512)
O (-1.0256, 1.5714, -1.6371)
N (-1.4256, 0.5669, 1.0100)
H (1.8902, -2.8033, 2.5346)
H (0.6982, -1.1266, -1.1181)
H (-1.1366, -0.8891, -1.0525)
H (0.5948, 0.8268, 1.0293)
H (1.7683, 0.7958, -1.8987)
H (1.1315, 2.3795, -1.8054)
H (-2.1165, 0.9458, 0.3438)
H (-1.7678, -0.3135, 1.3251)

Highest occupied orbital energy (spin up / spin down): -12.87 / -13.41 eV
Multiplicity: 2
Total charge: +1
Orbital gap (spin up / spin down): 5.4 / 6.0 eV

***

| no. | maximum force (Eh/bohr) |
| --- | --- |
| 1 | 0.1283 |
| 2 | 0.1059 |
| 3 | 0.0783 |
| 4 | 0.1039 |
| 5 | 0.0755 |
| 6 | 0.0681 |
| 7 | 0.0618 |
| 8 | 0.0700 |
| 9 | 0.0611 |
| 10 | 0.0860 |
| 11 | 0.0627 |
| 12 | 0.0347 |
| 13 | 0.0798 |
| 14 | 0.0583 |
| 15 | 0.0759 |
| 16 | 0.0845 |
| 17 | 0.1078 |